Here is 15 unconnected molecules or ions with the total composition C60H125F15O30 at a distorted geometry from the Open Molecules 2025 dataset. Energies are from wB97M-V/def2-TZVPD.

The geometry in ORCA input format:
```
! RIJCOSX wB97M-V def2-TZVPD def2/J DEFGRID3
* xyz 0 1
C -0.92 -0.21 2.12
O -0.30 1.03 1.79
C -0.04 1.26 0.48
C 1.14 0.48 -0.11
O 0.74 -0.85 -0.29
C 1.70 -1.63 -1.03
H -1.37 -0.06 3.10
H -0.30 -1.10 2.05
H -1.76 -0.35 1.40
H 0.28 2.31 0.45
H -0.93 1.12 -0.15
H 2.05 0.56 0.49
H 1.36 0.99 -1.06
H 1.28 -2.65 -1.05
H 2.71 -1.63 -0.57
H 1.67 -1.21 -2.06
C 6.33 -0.29 -4.25
O 5.60 -1.40 -3.62
C 4.95 -2.25 -4.52
C 4.04 -3.25 -3.77
O 4.63 -4.34 -3.11
C 5.26 -4.00 -1.85
H 7.11 -0.76 -4.85
H 6.67 0.35 -3.44
H 5.62 0.23 -4.89
H 5.62 -2.85 -5.14
H 4.30 -1.72 -5.22
H 3.43 -3.66 -4.61
H 3.32 -2.73 -3.13
H 4.47 -3.93 -1.08
H 5.74 -3.01 -1.91
H 5.93 -4.81 -1.62
C -3.92 3.10 -1.39
O -5.28 3.08 -1.11
C -6.09 3.76 -2.06
C -6.58 2.80 -3.18
O -5.49 2.35 -3.88
C -5.80 1.34 -4.78
H -3.58 4.12 -1.65
H -3.67 2.43 -2.19
H -3.44 2.78 -0.46
H -5.44 4.52 -2.51
H -6.90 4.22 -1.53
H -7.26 3.31 -3.88
H -7.17 1.96 -2.79
H -4.87 0.93 -5.18
H -6.40 1.74 -5.63
H -6.44 0.56 -4.34
C -6.14 -0.41 -0.77
O -5.09 -1.30 -1.02
C -3.79 -0.74 -0.85
C -2.78 -1.82 -0.88
O -2.69 -2.44 0.39
C -1.72 -3.44 0.49
H -5.99 0.04 0.21
H -7.08 -0.95 -0.76
H -6.16 0.40 -1.50
H -3.73 -0.24 0.14
H -3.59 0.04 -1.62
H -1.78 -1.33 -1.03
H -2.84 -2.56 -1.65
H -1.89 -4.21 -0.26
H -1.85 -3.92 1.49
H -0.69 -3.04 0.43
C 1.47 -1.85 -5.57
O 1.43 -3.21 -5.78
C 1.12 -3.49 -7.08
C 1.18 -4.97 -7.32
O 0.07 -5.62 -6.69
C -0.25 -6.90 -7.14
H 2.14 -1.38 -6.32
H 1.80 -1.71 -4.53
H 0.51 -1.36 -5.74
H 1.79 -3.01 -7.79
H 0.13 -3.07 -7.36
H 2.12 -5.33 -6.87
H 1.25 -5.19 -8.39
H -0.37 -6.85 -8.25
H -1.14 -7.29 -6.70
H 0.57 -7.62 -6.99
C -1.10 2.16 6.03
O -1.93 2.99 5.26
C -1.28 3.59 4.17
C -2.13 4.67 3.59
O -3.39 4.20 3.20
C -3.37 3.09 2.40
H -0.75 1.33 5.42
H -1.63 1.75 6.86
H -0.20 2.68 6.41
H -0.97 2.87 3.40
H -0.39 4.12 4.53
H -1.59 5.12 2.75
H -2.29 5.40 4.36
H -4.37 2.87 2.00
H -3.03 2.15 2.88
H -2.79 3.26 1.49
C -5.03 6.39 -0.18
O -3.77 6.97 -0.45
C -2.80 6.64 0.51
C -1.47 7.28 0.13
O -0.37 6.68 0.82
C 0.12 5.48 0.33
H -5.68 6.54 -1.06
H -5.43 6.72 0.79
H -4.81 5.31 -0.10
H -2.69 5.53 0.56
H -3.05 6.96 1.52
H -1.38 8.34 0.39
H -1.33 7.20 -0.95
H -0.68 4.69 0.45
H 0.93 5.09 0.94
H 0.45 5.49 -0.72
C -7.04 3.41 5.87
O -6.48 2.14 5.64
C -5.11 2.24 5.36
C -4.63 0.97 4.77
O -5.11 0.62 3.45
C -4.97 -0.72 3.05
H -6.94 4.07 5.01
H -6.61 3.96 6.71
H -8.10 3.23 6.09
H -4.46 2.35 6.25
H -4.94 3.13 4.73
H -4.79 0.15 5.51
H -3.55 1.09 4.70
H -3.92 -1.01 3.11
H -5.30 -0.80 2.00
H -5.54 -1.43 3.65
C -0.82 2.86 -2.74
O -1.34 1.53 -2.87
C -1.50 1.15 -4.22
C -1.88 -0.32 -4.26
O -2.05 -0.80 -5.59
C -3.01 -1.85 -5.65
H -0.80 3.07 -1.68
H -1.44 3.56 -3.36
H 0.20 2.87 -3.16
H -0.56 1.27 -4.77
H -2.26 1.75 -4.80
H -2.83 -0.48 -3.73
H -1.07 -0.88 -3.74
H -2.64 -2.77 -5.14
H -3.09 -2.06 -6.71
H -3.98 -1.50 -5.30
C -2.15 -5.55 -3.45
O -1.85 -4.50 -2.60
C -0.67 -3.75 -2.91
C 0.57 -4.66 -2.87
O 0.89 -4.96 -1.52
C 1.90 -5.94 -1.41
H -2.34 -5.15 -4.47
H -3.04 -5.98 -2.99
H -1.40 -6.35 -3.39
H -0.50 -2.97 -2.14
H -0.82 -3.32 -3.87
H 1.44 -4.21 -3.34
H 0.37 -5.60 -3.41
H 2.86 -5.65 -1.84
H 1.60 -6.88 -1.94
H 2.07 -6.12 -0.34
C 6.18 -0.30 5.25
C 6.66 0.68 4.24
O 6.28 0.09 2.94
C 5.88 0.96 2.02
O 5.87 2.11 2.13
C 5.59 0.08 0.72
F 5.55 -1.25 0.95
F 4.40 0.48 0.20
F 6.47 0.36 -0.21
H 6.43 -0.01 6.27
H 6.60 -1.27 5.04
H 5.10 -0.34 5.19
H 7.74 0.89 4.24
H 6.15 1.63 4.34
C 1.49 -4.19 2.07
C 2.33 -3.00 2.57
O 3.70 -3.12 2.27
C 4.52 -3.74 3.19
O 4.28 -3.84 4.34
C 5.90 -4.06 2.63
F 6.27 -5.27 2.99
F 5.93 -4.03 1.29
F 6.81 -3.17 3.06
H 1.53 -4.29 0.98
H 0.45 -4.01 2.29
H 1.76 -5.15 2.54
H 2.22 -2.90 3.68
H 1.96 -2.09 2.15
C 5.03 3.27 -1.44
C 3.92 2.45 -2.02
O 3.91 2.65 -3.51
C 3.06 1.88 -4.20
O 2.34 1.03 -3.84
C 3.10 2.28 -5.70
F 1.80 2.44 -5.99
F 3.79 3.32 -6.04
F 3.49 1.20 -6.37
H 4.82 4.31 -1.66
H 6.03 3.06 -1.78
H 5.03 3.17 -0.36
H 2.92 2.73 -1.65
H 4.10 1.40 -1.89
C 6.84 4.90 4.00
C 5.46 4.81 4.73
O 4.60 3.80 4.18
C 3.98 4.22 2.98
O 4.20 5.22 2.40
C 3.01 3.10 2.46
F 2.95 3.19 1.15
F 3.39 1.91 2.81
F 1.89 3.41 3.03
H 6.74 5.55 3.12
H 7.16 3.92 3.72
H 7.62 5.34 4.62
H 5.00 5.77 4.65
H 5.61 4.60 5.81
C -2.86 -5.26 8.52
C -1.64 -4.29 8.37
O -1.85 -3.39 7.26
C -1.32 -3.70 6.04
O -0.54 -4.55 5.84
C -1.88 -2.79 4.93
F -0.94 -2.38 4.12
F -2.72 -3.60 4.23
F -2.55 -1.80 5.44
H -2.97 -5.85 7.59
H -3.78 -4.69 8.60
H -2.81 -5.92 9.38
H -0.76 -4.92 8.17
H -1.44 -3.74 9.27
*
```

Properties
**F_max**: 5.27 eV/A
**ΔE to the lowest compared entry with this formula, charge and spin**: 0.0 kJ/mol
**E**: -6115.93592 hartree

Atom charges from the Mulliken analysis, given in e for atoms 1 to 2: atom 1 (C): 1.45, atom 2 (O): -0.05